No. 1
A 3-piece molecular cluster, C3H3N3O overall. Source: OMol25; level of theory: ωB97M-V/def2-TZVPD.

CARTESIAN COORDINATES (ANGSTROEM)
N -1.919 -0.721 1.298
C -1.246 -0.180 0.417
N 1.101 -0.651 -1.070
N 1.087 -1.462 -1.862
O 1.365 1.948 1.421
C 1.400 1.114 0.639
C -0.422 0.428 -0.389
H -2.380 -1.589 1.030
H 1.766 -0.053 -0.373
H -0.751 1.166 -1.112

Cartesian forces (eV/Å) of the 3 atoms listed first:
N 0.3 0.2 -0.4
C 0.0 0.0 0.0
N 0.1 -1.1 -1.0

Computed properties:
Orbital gap   0.3215 hartree
Spin multiplicity   1
HOMO level   -0.313 Ha

No. 2
A 2-piece molecular cluster, C4H3FOS overall. Source: OMol25; level of theory: ωB97M-V/def2-TZVPD.

CARTESIAN COORDINATES (ANGSTROEM)
C -0.214 0.101 -0.143
C 0.932 0.578 0.565
C 0.022 -1.205 -0.448
C 1.717 -0.516 0.630
O 1.232 -1.577 0.029
F 5.191 -0.829 0.128
S 4.883 0.743 -0.208
H -1.083 0.682 -0.381
H 1.100 1.554 0.964
H -0.557 -1.952 -0.955

Cartesian forces (eV/Å) of the 3 atoms listed first:
C -0.1 -0.3 0.2
C -0.3 0.2 -0.4
C -0.9 0.8 -0.3

Computed properties:
Orbital gap (alpha / beta)   0.1771 / 0.1789 hartree
Spin multiplicity   1
HOMO level (alpha / beta)   -0.313 / -0.309 Ha

No. 3
A 2-piece molecular cluster, C8H11BBr2 overall. Source: OMol25; level of theory: ωB97M-V/def2-TZVPD.

CARTESIAN COORDINATES (ANGSTROEM)
C 0.430 2.946 -0.643
C 0.521 1.883 0.441
C -0.349 0.727 0.220
Br -2.338 1.195 0.006
B -0.009 -0.543 -0.538
C -0.598 -1.522 -1.450
C -1.448 -2.435 -0.927
C -1.854 -2.335 0.398
C -1.123 -1.642 1.352
C -0.089 -0.632 1.010
H 0.778 2.334 -1.625
H -0.612 3.226 -0.634
H 1.238 3.753 -0.348
H 1.434 1.331 0.560
H 0.313 2.411 1.516
H -0.394 -1.763 -2.539
H -1.927 -3.197 -1.471
H -2.597 -2.996 0.870
H -1.425 -2.022 2.374
H 0.565 -0.333 1.719
Br 5.241 0.248 0.038
H 4.243 -0.635 -0.330

Cartesian forces (eV/Å) of the 3 atoms listed first:
C 3.3 -1.5 -0.7
C -0.7 1.2 3.7
C -2.6 -1.0 -1.8

Computed properties:
SMILES   CC[C@@]1(Br)B2C=CC=C[C@@H]21.Br
Orbital gap   0.3154 hartree
Spin multiplicity   1
HOMO level   -0.322 Ha

Repeat the third record exactly.
A 2-piece molecular cluster, C8H11BBr2 overall. Source: OMol25; level of theory: ωB97M-V/def2-TZVPD.

CARTESIAN COORDINATES (ANGSTROEM)
C 0.430 2.946 -0.643
C 0.521 1.883 0.441
C -0.349 0.727 0.220
Br -2.338 1.195 0.006
B -0.009 -0.543 -0.538
C -0.598 -1.522 -1.450
C -1.448 -2.435 -0.927
C -1.854 -2.335 0.398
C -1.123 -1.642 1.352
C -0.089 -0.632 1.010
H 0.778 2.334 -1.625
H -0.612 3.226 -0.634
H 1.238 3.753 -0.348
H 1.434 1.331 0.560
H 0.313 2.411 1.516
H -0.394 -1.763 -2.539
H -1.927 -3.197 -1.471
H -2.597 -2.996 0.870
H -1.425 -2.022 2.374
H 0.565 -0.333 1.719
Br 5.241 0.248 0.038
H 4.243 -0.635 -0.330

Cartesian forces (eV/Å) of the 3 atoms listed first:
C 3.3 -1.5 -0.7
C -0.7 1.2 3.7
C -2.6 -1.0 -1.8

Computed properties:
SMILES   CC[C@@]1(Br)B2C=CC=C[C@@H]21.Br
Orbital gap   0.3154 hartree
Spin multiplicity   1
HOMO level   -0.322 Ha